[1]
C23H27BrN4O11P2S5Ti | ωB97M-V with the def2-TZVPD basis set

XYZ file:
```
74
Properties=species:S:1:pos:R:3:forces:R:3:mulliken_charge:R:1
Ti 0.535240 -1.003143 -0.189635 0.5870 -0.0021 -0.7540 0.089
O -0.647866 4.136637 1.754028 0.0447 0.0100 -0.0203 -0.749
C 0.557888 4.181151 1.115368 -0.0175 -0.0048 0.0334 0.795
C 1.285232 5.361697 1.211429 0.0071 0.0189 0.0333 -0.664
C 2.502475 5.483601 0.559898 0.0327 -0.0142 0.0661 -0.509
C 3.004274 4.428603 -0.189065 0.0447 -0.0121 0.0371 -1.215
C 2.279842 3.248849 -0.278525 0.0344 -0.0532 0.0540 -0.532
C 1.060609 3.106127 0.373857 0.0327 -0.0418 -0.0008 0.693
C 0.278657 1.818382 0.203388 0.0112 -0.0347 0.1849 0.569
O 1.077932 0.794281 -0.255160 -0.0348 -0.3154 0.1299 -0.218
N -0.292585 1.436116 1.529835 0.0493 0.0339 -0.0836 -0.651
N -0.763297 0.098121 1.385575 -0.1204 -0.1527 0.1078 0.607
C -1.804290 -0.173004 2.055787 0.0448 0.1394 0.0186 -0.760
C -2.442117 -1.487740 2.076868 0.0566 -0.2166 -0.0894 0.845
Br -1.582998 -2.820159 1.059546 -0.0217 0.0359 0.0441 0.057
C -3.577999 -1.643072 2.765551 -0.0265 0.0842 0.0328 -0.738
C -4.452113 -2.807995 2.958820 -0.0314 0.0029 -0.0099 0.845
C -4.022793 -4.135792 2.922988 0.0529 0.0145 -0.0083 -0.468
C -4.922644 -5.171281 3.123000 -0.0122 -0.0056 0.0090 -0.694
C -6.263635 -4.907152 3.360476 0.0203 0.0430 -0.0042 -0.361
C -6.701590 -3.590573 3.413056 -0.0002 -0.0256 0.0003 -0.543
C -5.801525 -2.556422 3.224122 0.0008 0.0420 -0.0063 -0.504
H -0.935044 3.204660 1.778421 0.0004 -0.0014 -0.0026 0.475
H 0.870861 6.173673 1.796278 0.0058 -0.0047 -0.0162 0.397
H 3.057078 6.411672 0.634563 -0.0077 -0.0040 -0.0033 0.348
H 3.946340 4.520566 -0.712802 -0.0023 0.0028 -0.0021 0.409
H 2.641724 2.424400 -0.881122 -0.0074 -0.0075 -0.0006 0.808
H -0.564467 1.982602 -0.480007 -0.0352 -0.0238 -0.0049 -0.491
H 0.519925 1.352995 2.144075 -0.0026 -0.0152 0.0269 0.243
H -2.270147 0.608197 2.656151 -0.0034 -0.0029 -0.0042 0.231
H -3.948702 -0.731596 3.229701 0.0072 -0.0212 0.0264 0.291
H -2.982608 -4.364561 2.749783 0.0086 -0.0003 -0.0079 0.408
H -4.569208 -6.193686 3.088448 0.0058 0.0043 -0.0014 0.376
H -6.962247 -5.720916 3.507390 -0.0003 -0.0009 -0.0024 0.364
H -7.744720 -3.369980 3.600794 0.0026 0.0052 0.0012 0.356
H -6.144872 -1.528989 3.266874 -0.0053 -0.0102 0.0021 0.326
C 5.401489 -2.018296 0.611172 -0.0405 0.0012 0.0052 -1.942
C 3.981532 -1.487194 0.455235 0.0591 -0.0841 0.0123 1.318
O 3.932143 -0.169257 1.038964 -0.0839 -0.0026 -0.0144 -0.668
P 2.797245 -2.504420 1.415221 -0.2214 0.1339 0.1949 0.486
O 3.334592 -2.347874 2.933234 -0.0303 0.0405 0.0094 -0.641
O 2.765346 -3.930117 1.028567 0.0221 0.0147 0.0389 -0.926
O 1.432117 -1.750764 1.416379 0.1331 0.0132 -0.1903 -0.498
P 3.524837 -1.440530 -1.339008 -0.1608 -0.2822 0.0152 0.971
O 3.874481 -2.832518 -1.928904 -0.0364 0.0463 0.1499 -0.641
O 4.140381 -0.241601 -1.932634 0.0611 -0.0092 -0.0037 -0.764
O 1.952834 -1.455479 -1.283737 -0.1720 0.4659 0.1663 -0.231
H 5.719514 -1.920013 1.650566 -0.0005 -0.0151 0.0049 0.368
H 6.071358 -1.434234 -0.021707 -0.0001 -0.0039 -0.0022 0.460
H 5.445308 -3.065756 0.315715 0.0063 0.0082 -0.0041 0.382
H 3.400601 0.402785 0.464802 0.0548 -0.0148 0.0063 0.235
H 3.334992 -1.408261 3.159532 0.0472 0.0145 -0.0233 0.324
H 1.385796 -3.937860 -0.184744 -0.0272 -0.1117 0.0904 0.288
H 3.003131 -3.469213 -2.021643 -0.0274 0.0541 -0.1803 0.479
N -0.875910 -0.961895 -1.385123 -0.1855 0.2413 0.0856 0.194
N -0.440947 -4.283416 -2.598259 -0.0763 -0.0220 0.1589 -0.849
C 0.668307 -4.140374 -1.959504 0.1583 0.4100 -0.2003 0.929
O 1.876593 -4.243045 -2.367628 -0.0457 -0.1794 0.1287 -0.832
O 0.518839 -3.784556 -0.615885 0.0191 -0.0393 0.0495 -0.334
H -1.772937 -1.416060 -1.459176 0.0838 -0.2016 -0.1122 0.077
H -0.750497 -0.304374 -2.158385 -0.0272 -0.0137 0.0011 0.032
H -0.204849 -4.434584 -3.573849 0.0395 -0.0651 0.0028 0.245
C 0.183364 5.054387 -2.189943 0.0063 0.0507 -0.0010 -0.353
S 1.056188 4.173091 -3.507234 0.0215 0.0430 0.0394 -0.133
C -0.267424 3.853293 -4.604128 -0.0717 -0.0868 0.0025 -0.151
C -1.290327 2.979803 -4.367758 0.0739 0.1932 -0.0228 0.170
S -1.612055 2.037710 -2.982934 -0.1340 -0.0955 -0.0217 -0.476
S -2.447860 2.921482 -5.701622 -0.0050 0.0128 0.0379 -0.100
C -1.742579 4.081333 -6.759664 0.0251 -0.0436 0.0633 0.096
S -2.377817 4.505380 -8.238365 -0.0295 0.0160 -0.0602 -0.367
S -0.312214 4.749288 -6.106126 0.0165 -0.0170 0.0356 -0.124
H 0.901507 5.222628 -1.385667 -0.1332 0.0424 -0.2142 -0.105
H -0.628564 4.425556 -1.825175 -0.0228 0.0251 -0.0228 0.121
H -0.199139 6.008719 -2.550312 -0.0168 -0.0057 -0.0109 0.524
```
Positions in Å, forces in eV/Å.

Computed properties:
Gap between HOMO and LUMO   5.04 eV
Energy relative to the best compared isomer or geometry (same formula, charge and spin)   56.1 kJ/mol
LUMO   0.099 Eh
Multiplicity   1
Total charge   -2



[2]
C5H5N4O3 | ωB97M-V with the def2-TZVPD basis set

XYZ file:
```
17
Properties=species:S:1:pos:R:3:forces:R:3:mulliken_charge:R:1
C -3.079254 -1.361042 -0.946697 1.5882 -0.6095 0.8190 0.291
C 1.301062 -0.773922 0.474094 -0.1997 0.2394 -1.2280 0.487
C -2.201588 2.571965 0.096568 -0.2031 0.5907 -0.3934 0.614
C -0.974823 -1.650880 0.132399 -2.1566 -0.6128 0.6176 0.513
C 2.971122 0.893573 0.253607 0.4841 -0.5384 0.8028 -0.908
N -4.204705 -1.432651 -0.996739 -2.4901 0.0384 -0.1471 -0.303
N 2.477363 -0.339471 0.723816 -3.7179 -0.5918 -1.8924 -0.193
N 0.296754 -1.100489 -0.031237 2.2808 -0.1253 0.9721 0.068
N -1.742883 -1.327260 -0.910311 -0.0100 1.1958 -3.5729 -0.215
O -2.659572 3.598863 0.116695 -1.5127 3.1048 0.4252 -0.277
O -1.329294 -2.283202 1.070224 0.7465 0.1162 0.4872 -0.409
O -1.710843 1.556537 -0.010676 1.7530 -3.7060 -0.0145 -0.357
H 2.666747 1.606256 0.904356 -0.6230 2.6110 1.9240 0.403
H 2.634667 1.102271 -0.671356 -1.1040 0.5792 -3.2459 0.384
H 3.991096 0.778950 0.258964 2.4894 0.1739 -0.1566 0.338
H 2.948262 -0.803510 1.385777 2.4088 -2.2557 3.0965 0.249
H -1.384116 -1.035994 -1.849482 0.2663 -0.2096 1.5064 0.313
```
Positions in Å, forces in eV/Å.

Computed properties:
Gap between HOMO and LUMO   9.23 eV
Energy relative to the best compared isomer or geometry (same formula, charge and spin)   59.4 kJ/mol
LUMO   -0.195 Eh
Multiplicity   1
Total charge   +1



The highest LUMO belongs to which entry?
C23H27BrN4O11P2S5Ti